Computed, not measured: 10 unconnected molecules or ions with the total composition C73H104F18N14O14S6 at a distorted geometry, with wB97M-V/def2-TZVPD.

Bonds (Å) are listed after each position.
CARTESIAN COORDINATES (ANGSTROEM)
1 C -6.52 4.55 -7.00  C2 1.579, H11 1.090, H12 1.090, H13 1.090
2 C -6.07 4.66 -5.49  C1 1.579, C3 1.635, H14 1.090, H15 1.090
3 C -6.84 3.63 -4.48  C2 1.635, N4 1.514, H16 1.090, H17 1.090
4 N -6.40 3.59 -3.03  C3 1.514, C5 1.578, C9 1.579, C10 1.542
5 C -7.16 4.73 -2.25  N4 1.578, C6 1.539, H18 1.090, H19 1.090
6 C -6.67 4.90 -0.80  C5 1.539, C7 1.552, H20 1.090, H21 1.090
7 C -5.12 4.99 -0.80  C6 1.552, C8 1.593, H22 1.090, H23 1.090
8 C -4.36 3.77 -1.48  C7 1.593, C9 1.495, H24 1.090, H25 1.090
9 C -4.84 3.77 -2.90  N4 1.579, C8 1.495, H26 1.090, H27 1.090
10 C -6.93 2.26 -2.47  N4 1.542, H28 1.090, H29 1.090, H30 1.090
11 H -6.30 5.48 -7.52  C1 1.090
12 H -7.59 4.38 -6.95  C1 1.090
13 H -5.98 3.93 -7.72  C1 1.090
14 H -6.25 5.68 -5.13  C2 1.090
15 H -4.99 4.60 -5.42  C2 1.090
16 H -6.39 2.75 -4.94  C3 1.090
17 H -7.92 3.61 -4.63  C3 1.090
18 H -6.91 5.68 -2.71  C5 1.090
19 H -8.23 4.68 -2.44  C5 1.090
20 H -7.04 5.89 -0.50  C6 1.090
21 H -7.03 4.25 0.00  C6 1.090
22 H -4.79 5.96 -1.19  C7 1.090
23 H -4.68 4.95 0.19  C7 1.090
24 H -3.30 3.98 -1.52  C8 1.090
25 H -4.51 2.75 -1.10  C8 1.090
26 H -4.57 4.77 -3.26  C9 1.090
27 H -4.40 3.03 -3.56  C9 1.090
28 H -6.49 1.99 -1.51  C10 1.090
29 H -6.62 1.50 -3.19  C10 1.090
30 H -7.96 2.49 -2.21  C10 1.090
31 C 1.31 -0.60 -4.29  N32 1.523, H45 1.090, H46 1.090, H47 1.090
32 N 0.75 -1.99 -4.58  C31 1.523, C33 1.351, C37 1.317
33 C -0.29 -2.13 -5.43  N32 1.351, C34 1.419, H48 1.080
34 C -0.74 -3.42 -5.79  C33 1.419, C35 1.425, H49 1.080
35 C -0.26 -4.61 -5.15  C34 1.425, C36 1.401, C38 1.510
36 C 0.87 -4.39 -4.35  C35 1.401, C37 1.426, H50 1.080
37 C 1.38 -3.08 -4.17  N32 1.317, C36 1.426, H51 1.080
38 C -0.89 -5.95 -5.44  C35 1.510, C39 1.417, C43 1.367
39 C -0.40 -7.24 -5.12  C38 1.417, C40 1.331, H52 1.080
40 C -1.08 -8.35 -5.39  C39 1.331, N41 1.364, H53 1.080
41 N -2.34 -8.24 -5.92  C40 1.364, C42 1.348, C44 1.522
42 C -2.94 -7.06 -6.12  N41 1.348, C43 1.383, H54 1.080
43 C -2.15 -5.93 -5.98  C38 1.367, C42 1.383, H55 1.080
44 C -3.12 -9.54 -5.95  N41 1.522, H56 1.090, H57 1.090, H58 1.090
45 H 2.03 -0.71 -3.48  C31 1.090
46 H 0.52 0.12 -4.08  C31 1.090
47 H 1.80 -0.32 -5.22  C31 1.090
48 H -0.72 -1.17 -5.67  C33 1.080
49 H -1.53 -3.41 -6.53  C34 1.080
50 H 1.28 -5.24 -3.83  C36 1.080
51 H 2.19 -2.91 -3.47  C37 1.080
52 H 0.56 -7.27 -4.64  C39 1.080
53 H -0.62 -9.33 -5.35  C40 1.080
54 H -3.99 -7.10 -6.40  C42 1.080
55 H -2.72 -5.02 -5.96  C43 1.080
56 H -4.07 -9.35 -6.45  C44 1.090
57 H -3.18 -9.88 -4.91  C44 1.090
58 H -2.60 -10.31 -6.52  C44 1.090
59 C 3.21 -3.94 -1.01  N60 1.464, H73 1.090, H74 1.090, H75 1.090
60 N 4.36 -4.75 -0.58  C59 1.464, C61 1.343, C65 1.358
61 C 4.18 -5.73 0.32  N60 1.343, C62 1.401, H76 1.080
62 C 5.22 -6.64 0.55  C61 1.401, C63 1.428, H77 1.080
63 C 6.49 -6.44 -0.07  C62 1.428, C64 1.401, C66 1.455
64 C 6.64 -5.30 -0.88  C63 1.401, C65 1.394, H78 1.080
65 C 5.54 -4.51 -1.20  N60 1.358, C64 1.394, H79 1.080
66 C 7.50 -7.47 0.12  C63 1.455, C67 1.405, C71 1.401
67 C 7.19 -8.77 -0.35  C66 1.405, C68 1.384, H80 1.080
68 C 8.28 -9.62 -0.49  C67 1.384, N69 1.340, H81 1.080
69 N 9.53 -9.39 -0.09  C68 1.340, C70 1.364, C72 1.448
70 C 9.79 -8.17 0.48  N69 1.364, C71 1.404, H82 1.080
71 C 8.80 -7.18 0.55  C66 1.401, C70 1.404, H83 1.080
72 C 10.58 -10.37 -0.27  N69 1.448, H84 1.090, H85 1.090, H86 1.090
73 H 3.00 -4.37 -2.00  C59 1.090
74 H 3.45 -2.89 -1.19  C59 1.090
75 H 2.31 -4.03 -0.41  C59 1.090
76 H 3.22 -5.86 0.80  C61 1.080
77 H 5.05 -7.49 1.19  C62 1.080
78 H 7.60 -5.19 -1.36  C64 1.080
79 H 5.56 -3.78 -1.99  C65 1.080
80 H 6.16 -9.07 -0.43  C67 1.080
81 H 8.21 -10.66 -0.77  C68 1.080
82 H 10.81 -7.98 0.77  C70 1.080
83 H 8.97 -6.24 1.04  C71 1.080
84 H 10.85 -10.27 -1.33  C72 1.090
85 H 10.21 -11.38 -0.11  C72 1.090
86 H 11.36 -10.31 0.49  C72 1.090
87 C -6.67 10.64 9.25  N88 1.437, H101 1.090, H102 1.090, H103 1.090
88 N -6.16 9.45 8.64  C87 1.437, C89 1.351, C93 1.377
89 C -4.86 9.42 8.28  N88 1.351, C90 1.409, H104 1.080
90 C -4.34 8.26 7.68  C89 1.409, C91 1.379, H105 1.080
91 C -5.10 7.14 7.45  C90 1.379, C92 1.351, C94 1.498
92 C -6.41 7.25 7.77  C91 1.351, C93 1.436, H106 1.080
93 C -7.02 8.41 8.35  N88 1.377, C92 1.436, H107 1.080
94 C -4.56 5.92 6.77  C91 1.498, C95 1.410, C99 1.380
95 C -5.02 5.38 5.55  C94 1.410, C96 1.397, H108 1.080
96 C -4.26 4.34 5.00  C95 1.397, N97 1.414, H109 1.080
97 N -3.12 3.82 5.65  C96 1.414, C98 1.345, C100 1.509
98 C -2.73 4.26 6.86  N97 1.345, C99 1.395, H110 1.080
99 C -3.51 5.27 7.40  C94 1.380, C98 1.395, H111 1.080
100 C -2.28 2.84 4.86  N97 1.509, H112 1.090, H113 1.090, H114 1.090
101 H -7.74 10.77 9.14  C87 1.090
102 H -6.23 11.46 8.68  C87 1.090
103 H -6.33 10.56 10.28  C87 1.090
104 H -4.27 10.30 8.55  C89 1.080
105 H -3.28 8.19 7.46  C90 1.080
106 H -7.08 6.42 7.60  C92 1.080
107 H -8.02 8.52 8.75  C93 1.080
108 H -5.82 5.92 5.06  C95 1.080
109 H -4.50 3.83 4.08  C96 1.080
110 H -1.78 3.94 7.26  C98 1.080
111 H -3.13 5.68 8.32  C99 1.080
112 H -2.88 2.43 4.05  C100 1.090
113 H -1.95 1.97 5.43  C100 1.090
114 H -1.42 3.27 4.35  C100 1.090
115 C 2.02 5.07 2.60  N116 1.430, H129 1.090, H130 1.090, H131 1.090
116 N 2.33 4.40 1.38  C115 1.430, C117 1.389, C121 1.385
117 C 1.30 4.31 0.44  N116 1.389, C118 1.378, H132 1.080
118 C 1.70 3.95 -0.83  C117 1.378, C119 1.396, H133 1.080
119 C 3.00 3.57 -1.16  C118 1.396, C120 1.418, C122 1.481
120 C 3.99 3.64 -0.15  C119 1.418, C121 1.406, H134 1.080
121 C 3.65 4.08 1.14  N116 1.385, C120 1.406, H135 1.080
122 C 3.27 2.98 -2.50  C119 1.481, C123 1.425, C127 1.373
123 C 4.13 1.85 -2.53  C122 1.425, C124 1.479, H136 1.080
124 C 4.47 1.20 -3.82  C123 1.479, N125 1.329, H137 1.080
125 N 3.96 1.79 -4.89  C124 1.329, C126 1.344, C128 1.507
126 C 3.10 2.83 -4.86  N125 1.344, C127 1.364, H138 1.080
127 C 2.78 3.45 -3.69  C122 1.373, C126 1.364, H139 1.080
128 C 4.16 1.07 -6.20  N125 1.507, H140 1.090, H141 1.090, H142 1.090
129 H 1.20 4.54 3.08  C115 1.090
130 H 1.64 6.06 2.35  C115 1.090
131 H 2.88 5.02 3.28  C115 1.090
132 H 0.31 4.52 0.80  C117 1.080
133 H 0.91 3.92 -1.56  C118 1.080
134 H 5.02 3.40 -0.39  C120 1.080
135 H 4.46 4.27 1.83  C121 1.080
136 H 4.53 1.49 -1.59  C123 1.080
137 H 5.04 0.29 -3.89  C124 1.080
138 H 2.66 3.17 -5.79  C126 1.080
139 H 2.11 4.29 -3.61  C127 1.080
140 H 4.42 1.84 -6.92  C128 1.090
141 H 3.21 0.65 -6.54  C128 1.090
142 H 4.99 0.38 -6.03  C128 1.090
143 C -1.89 -4.51 2.30  N144 1.547, H150 1.090, H151 1.090, H152 1.090
144 N -2.65 -3.95 3.53  C143 1.547, C145 1.559, C146 1.554, C147 1.578
145 C -1.89 -2.67 4.02  N144 1.559, H153 1.090, H154 1.090, H155 1.090
146 C -3.95 -3.41 2.87  N144 1.554, H156 1.090, H157 1.090, H158 1.090
147 C -2.92 -5.01 4.67  N144 1.578, C148 1.609, H159 1.090, H160 1.090
148 C -4.10 -6.05 4.36  C147 1.609, O149 1.429, H161 1.090, H162 1.090
149 O -4.04 -6.85 3.18  C148 1.429, H163 0.960
150 H -0.91 -4.72 2.74  C143 1.090
151 H -1.86 -3.86 1.42  C143 1.090
152 H -2.29 -5.49 2.06  C143 1.090
153 H -1.85 -1.87 3.29  C145 1.090
154 H -0.90 -3.02 4.31  C145 1.090
155 H -2.27 -2.24 4.94  C145 1.090
156 H -3.79 -2.63 2.13  C146 1.090
157 H -4.50 -2.91 3.68  C146 1.090
158 H -4.64 -4.19 2.57  C146 1.090
159 H -3.21 -4.55 5.61  C147 1.090
160 H -1.98 -5.50 4.93  C147 1.090
161 H -5.10 -5.63 4.49  C148 1.090
162 H -3.86 -6.77 5.13  C148 1.090
163 H -3.63 -7.68 3.44  O149 0.960
164 C 3.46 0.90 5.01  N165 1.502, H171 1.090, H172 1.090, H173 1.090
165 N 2.38 1.61 5.77  C164 1.502, C166 1.564, C167 1.518, C168 1.516
166 C 2.77 1.75 7.28  N165 1.564, H174 1.090, H175 1.090, H176 1.090
167 C 2.20 3.01 5.23  N165 1.518, H177 1.090, H178 1.090, H179 1.090
168 C 1.02 0.94 5.76  N165 1.516, C169 1.569, H180 1.090, H181 1.090
169 C 0.55 0.24 4.44  C168 1.569, O170 1.373, H182 1.090, H183 1.090
170 O 0.48 1.17 3.42  C169 1.373, H184 0.960
171 H 3.35 1.13 3.95  C164 1.090
172 H 3.38 -0.16 5.27  C164 1.090
173 H 4.47 1.22 5.28  C164 1.090
174 H 3.69 2.33 7.38  C166 1.090
175 H 2.93 0.72 7.59  C166 1.090
176 H 1.99 2.11 7.96  C166 1.090
177 H 1.94 2.84 4.18  C167 1.090
178 H 3.13 3.52 5.49  C167 1.090
179 H 1.43 3.49 5.83  C167 1.090
180 H 0.38 1.74 6.13  C168 1.090
181 H 0.94 0.22 6.57  C168 1.090
182 H -0.36 -0.26 4.76  C169 1.090
183 H 1.08 -0.63 4.06  C169 1.090
184 H 0.62 0.82 2.54  O170 0.960
185 C -2.23 0.23 0.66  F186 1.333, F187 1.379, F188 1.335, S189 1.927
186 F -3.33 0.56 -0.03  C185 1.333
187 F -2.24 0.89 1.87  C185 1.379
188 F -2.36 -1.09 0.83  C185 1.335
189 S -0.57 0.65 -0.23  C185 1.927, O190 1.512, O191 1.476, N192 1.740, S193 2.409
190 O -0.68 -0.33 -1.37  S189 1.512
191 O -0.59 2.04 -0.71  S189 1.476
192 N 0.63 0.32 0.99  S189 1.740, S193 1.499
193 S 1.57 -0.42 0.08  S189 2.409, N192 1.499, O194 1.497, O195 1.451, C196 1.873
194 O 1.24 -1.84 -0.22  S193 1.497
195 O 2.15 0.32 -1.02  S193 1.451
196 C 3.03 -0.52 1.25  S193 1.873, F197 1.399, F198 1.359, F199 1.425
197 F 2.57 -1.23 2.36  C196 1.399
198 F 4.04 -1.21 0.66  C196 1.359
199 F 3.53 0.79 1.50  C196 1.425
200 C 7.85 4.25 -0.92  F201 1.373, F202 1.382, F203 1.282, S204 1.869
201 F 6.95 3.53 -1.67  C200 1.373
202 F 9.00 4.50 -1.65  C200 1.382
203 F 7.28 5.32 -0.51  C200 1.282
204 S 8.26 3.28 0.62  C200 1.869, O205 1.454, O206 1.523, N207 1.717, S208 2.523
205 O 9.50 3.89 1.08  S204 1.454
206 O 7.11 3.65 1.55  S204 1.523
207 N 8.54 1.65 0.18  S204 1.717, S208 1.527
208 S 7.53 0.91 1.04  S204 2.523, N207 1.527, O209 1.474, O210 1.481, C211 1.958
209 O 7.64 0.95 2.51  S208 1.474
210 O 6.18 1.19 0.50  S208 1.481
211 C 7.91 -0.94 0.50  S208 1.958, F212 1.317, F213 1.327, F214 1.359
212 F 7.92 -0.98 -0.82  C211 1.317
213 F 9.08 -1.34 0.97  C211 1.327
214 F 6.85 -1.71 0.86  C211 1.359
215 C -2.19 -1.71 -8.92  F216 1.362, F217 1.313, F218 1.390, S219 1.994
216 F -2.61 -3.00 -8.82  C215 1.362
217 F -1.01 -1.49 -8.38  C215 1.313
218 F -2.08 -1.32 -10.25  C215 1.390
219 S -3.56 -0.62 -7.97  C215 1.994, O220 1.497, O221 1.456, N222 1.748, S223 2.488
220 O -3.35 0.85 -8.15  S219 1.497
221 O -4.80 -1.07 -8.58  S219 1.456
222 N -3.13 -1.25 -6.39  S219 1.748, S223 1.454
223 S -4.36 -1.02 -5.64  S219 2.488, N222 1.454, O224 1.452, O225 1.486, C226 1.984
224 O -4.98 0.30 -5.71  S223 1.452
225 O -5.37 -2.10 -5.70  S223 1.486
226 C -3.54 -1.14 -3.84  S223 1.984, F227 1.304, F228 1.327, F229 1.287
227 F -2.63 -0.24 -3.59  C226 1.304
228 F -4.40 -1.08 -2.83  C226 1.327
229 F -2.99 -2.30 -3.73  C226 1.287

Calculated values
F_max: 9.74 eV/A
multiplicity: 2
total charge: +7
HOMO (spin up / spin down): -15.3 / -17.5 eV
molar mass: 1936.08 g mol⁻¹
orbital gap (spin up / spin down): 1.5 / 3.8 eV
LUMO (spin up / spin down): -13.761 / -13.761 eV

Mulliken population analysis, charges in e, atoms 1 to 99: number 1, C, carries -1.27; number 2, C, carries -0.44; number 3, C, carries -0.59; number 4, N, carries 0.29; number 5, C, carries -0.78; number 6, C, carries -0.64; number 7, C, carries -0.67; number 8, C, carries 0.25; number 9, C, carries -1.29; number 10, C, carries -0.89; number 11, H, carries 0.39; number 12, H, carries 0.34; number 13, H, carries 0.32; number 14, H, carries 0.40; number 15, H, carries 0.35; number 16, H, carries 0.18; number 17, H, carries 0.56; number 18, H, carries 0.31; number 19, H, carries 0.56; number 20, H, carries 0.41; number 21, H, carries 0.34; number 22, H, carries 0.39; number 23, H, carries 0.31; number 24, H, carries 0.18; number 25, H, carries -0.17; number 26, H, carries 0.38; number 27, H, carries 0.69; number 28, H, carries 0.35; number 29, H, carries 0.39; number 30, H, carries 0.36; number 31, C, carries -0.75; number 32, N, carries 0.45; number 33, C, carries -0.43; number 34, C, carries -0.59; number 35, C, carries 0.13; number 36, C, carries -1.03; number 37, C, carries 0.35; number 38, C, carries 1.41; number 39, C, carries -0.81; number 40, C, carries -0.35; number 41, N, carries 0.07; number 42, C, carries -0.38; number 43, C, carries -0.86; number 44, C, carries -0.90; number 45, H, carries -0.27; number 46, H, carries 0.24; number 47, H, carries 0.66; number 48, H, carries 0.74; number 49, H, carries 0.42; number 50, H, carries 0.33; number 51, H, carries 0.02; number 52, H, carries 0.39; number 53, H, carries 0.41; number 54, H, carries 0.41; number 55, H, carries 0.41; number 56, H, carries 0.30; number 57, H, carries 0.37; number 58, H, carries 0.33; number 59, C, carries -1.55; number 60, N, carries 0.34; number 61, C, carries -0.11; number 62, C, carries -0.75; number 63, C, carries 0.76; number 64, C, carries -0.72; number 65, C, carries -0.26; number 66, C, carries 0.34; number 67, C, carries -0.52; number 68, C, carries -0.41; number 69, N, carries 0.04; number 70, C, carries -0.34; number 71, C, carries -0.64; number 72, C, carries -0.88; number 73, H, carries 0.90; number 74, H, carries 0.05; number 75, H, carries 0.31; number 76, H, carries 0.53; number 77, H, carries 0.54; number 78, H, carries 0.59; number 79, H, carries 0.60; number 80, H, carries 0.52; number 81, H, carries 0.41; number 82, H, carries 0.47; number 83, H, carries 0.55; number 84, H, carries 0.38; number 85, H, carries 0.37; number 86, H, carries 0.35; number 87, C, carries -0.97; number 88, N, carries -0.05; number 89, C, carries -0.30; number 90, C, carries -0.54; number 91, C, carries 0.66; number 92, C, carries -0.55; number 93, C, carries -0.34; number 94, C, carries 0.41; number 95, C, carries -0.71; number 96, C, carries -0.21; number 97, N, carries 0.26; number 98, C, carries -0.17; number 99, C, carries -0.62